This record from OMol25 describes a 3-piece molecular cluster, C4H15NO2S overall in a non-equilibrium geometry. The level of theory is ωB97M-V/def2-TZVPD.

Calculated values
LUMO energy = 0.6273 eV
E_HOMO = -0.308 Eh
Electronic energy = -764.76490 Ha
Net charge = 0
SMILES = CSCCCN.O.O
ΔE to the lowest compared entry with this formula, charge and spin = 1.5616 eV
Frontier orbital gap = 9.01 eV

Last column: Löwdin charge in e.
Element x y z (Å)
C -2.370 0.635 1.350  -0.30
C -0.971 1.202 0.924  -0.30
C 0.101 0.545 1.747  -0.52
S 1.397 -0.342 0.810  0.79
C 0.712 -1.609 -0.222  -0.46
N -3.473 1.368 0.725  -0.02
H -2.341 -0.433 1.078  0.11
H -2.355 0.855 2.422  0.11
H -1.015 1.254 -0.199  0.12
H -1.059 2.269 1.130  0.09
H 0.540 1.363 2.320  0.07
H -0.284 0.075 2.690  0.09
H 0.469 -2.416 0.458  0.01
H 1.449 -1.982 -0.944  0.04
H -0.207 -1.290 -0.762  0.05
H -3.341 2.338 1.017  0.06
H -3.294 1.440 -0.272  0.06
H 1.040 -4.324 -0.768  0.02
H 0.895 -5.744 -0.152  0.05
O 0.859 -4.796 0.051  -0.07
H 5.112 2.847 -4.608  0.03
H 3.895 3.556 -3.981  0.04
O 4.239 3.189 -4.816  -0.07